Version a
{
  "formula": "C5H4O",
  "method": "ωB97M-V with the def2-TZVPD basis set",
  "species": ["O", "C", "C", "C", "C", "C", "H", "H", "H", "H"],
  "xyz": [[-2.88349, -0.15061, -0.39913], [-1.79835, -0.83311, -0.83373], [0.52487, 0.11312, -0.46577], [2.42343, 0.59420, 1.18721], [1.55467, 0.42794, 0.22209], [-0.58645, -0.32076, -0.92631], [-2.57783, 0.70635, -0.06472], [2.16931, 0.16100, 2.15346], [-2.03465, -1.85685, -1.10112], [3.36632, 1.12024, 1.10028]],
  "orbital_gap_ev": 8.53,
  "homo_ev": -8.3,
  "lumo_energy_ha": 0.00763,
  "charge": 0
}


Version b
{
  "formula": "C5H4O",
  "method": "ωB97M-V with the def2-TZVPD basis set",
  "species": ["O", "C", "C", "C", "C", "C", "H", "H", "H", "H"],
  "xyz": [[-2.45986, -0.22809, 0.23874], [1.66580, 0.56825, 0.02511], [-1.58100, -0.68677, -0.63424], [2.65135, 0.95891, 0.59889], [-0.57636, 0.08418, -1.12004], [0.44098, -0.09638, -0.26362], [-1.66002, -1.76141, -0.78525], [0.28469, -0.86448, 0.50047], [-2.28414, 0.72659, 0.32834], [3.51857, 1.29922, 1.11162]],
  "orbital_gap_ev": 9.27,
  "homo_ev": -9.0,
  "lumo_energy_ha": 0.00985,
  "charge": 0
}


Relative stability in kcal/mol, measured from the most stable structure: version a 0.0; version b 30.6


Version a
{
  "formula": "C24H48O24",
  "method": "ωB97M-V with the def2-TZVPD basis set",
  "species": ["O", "O", "O", "O", "O", "O", "O", "O", "O", "O", "O", "O", "O", "O", "O", "O", "O", "O", "O", "O", "O", "O", "O", "O", "C", "C", "C", "C", "C", "C", "C", "C", "C", "C", "C", "C", "C", "C", "C", "C", "C", "C", "C", "C", "C", "C", "C", "C", "H", "H", "H", "H", "H", "H", "H", "H", "H", "H", "H", "H", "H", "H", "H", "H", "H", "H", "H", "H", "H", "H", "H", "H", "H", "H", "H", "H", "H", "H", "H", "H", "H", "H", "H", "H", "H", "H", "H", "H", "H", "H", "H", "H", "H", "H", "H", "H"],
  "xyz": [[-3.72229, 0.31355, -3.82026], [-1.78329, 4.43355, 3.46074], [-2.23229, -4.64645, 0.16574], [-4.28329, -1.82445, -3.66426], [-0.37029, -3.95145, 4.86174], [2.48271, -4.15145, -3.44026], [1.05171, 3.65055, -4.16426], [0.43871, -3.40545, -2.91026], [-0.95129, -6.25845, -0.89626], [-0.96129, -2.22445, 3.54574], [3.58371, 4.45655, 3.38074], [-5.00829, -0.62245, -5.43526], [-2.84129, 2.44455, 3.11074], [2.00171, 1.73855, -3.58026], [4.85571, 6.25855, 2.72374], [0.86671, 0.48255, 1.21874], [0.16671, 2.39655, 0.43474], [-0.11129, -4.86145, 0.63974], [4.38971, 4.78455, 1.33074], [3.08271, 3.59355, -3.23626], [-0.74929, 2.47055, 3.92874], [2.26971, -2.46045, -1.91026], [-2.35429, -3.10645, 5.08274], [-0.50129, 0.46455, -0.62526], [-1.20929, -3.00545, 4.40074], [3.32171, 4.93455, -3.21126], [-3.14329, 0.32355, -2.53126], [-0.41929, -2.64545, -2.16226], [-1.07229, -5.21145, -0.05126], [-4.39329, -0.74445, -4.16326], [0.89071, 0.92855, -4.05126], [3.89971, -4.50645, -2.96426], [-0.51329, 3.28055, -0.52126], [-5.35729, -1.82545, -6.00126], [-0.62629, 1.06155, 4.05574], [-3.41529, -2.23545, 4.79474], [-2.40029, -3.53345, 1.05774], [0.29771, -6.89445, -1.12226], [-2.80329, 5.21155, 2.84174], [-1.80529, 3.08255, 3.44074], [1.31871, -0.81645, 1.06674], [0.20771, 1.09055, 0.31174], [0.96171, -3.82845, 4.35774], [1.75471, -3.23545, -2.75226], [5.73771, 7.11955, 1.80174], [2.02071, 3.00855, -3.70526], [2.62671, 3.53255, 2.88474], [4.14971, 5.22955, 2.42774], [1.95771, 3.79655, 2.01674], [1.08271, -6.12845, -1.02426], [-0.06029, 1.57855, -3.90226], [-5.81229, -1.82545, -7.05226], [-2.22529, -3.99545, 2.00274], [-3.93729, -2.33545, 5.55674], [1.97171, 3.48355, 3.72174], [0.66871, -7.60045, -0.40526], [-0.10229, 4.09255, -0.71626], [0.84871, 0.04255, -3.59626], [4.46971, 5.16555, -2.92526], [-2.47329, -0.24945, -2.47526], [-0.24029, -2.73445, -1.13626], [2.00271, -1.28345, 1.91474], [-3.12129, -1.22545, 4.92774], [-2.38829, 6.22755, 2.79174], [-1.65129, 3.23255, -0.28926], [-4.45929, -2.38545, -6.06926], [2.69671, 5.29055, -2.42126], [5.05671, 7.57855, 0.91174], [-1.17029, -3.18845, -2.34826], [0.04771, -7.08445, -2.01426], [0.25771, 0.71755, 4.66374], [-3.32129, -3.37345, 0.79774], [-0.55829, 2.99155, -1.51426], [6.50971, 6.66755, 1.50574], [-3.79329, 5.16655, 3.29074], [2.98771, 5.40755, -4.11626], [-3.91829, -2.38245, 3.89474], [4.43371, -3.49845, -2.75926], [-3.08429, 4.87455, 1.75074], [-2.78029, 1.33355, -2.29426], [3.15871, 2.56855, 2.48574], [1.44171, -2.90745, 4.36974], [0.59671, -1.53445, 0.91074], [-1.42629, 0.68655, 4.72674], [6.22571, 8.09755, 2.35574], [-0.65929, -1.65145, -2.65426], [-1.73829, -2.71745, 0.91974], [-6.02229, -2.43045, -5.36026], [-3.80129, 0.13055, -1.69626], [-0.53029, 0.46055, 3.19874], [0.81971, 0.57955, -5.00626], [4.37571, -5.25445, -3.78326], [1.50071, -4.60845, 4.98474], [3.93671, -4.93245, -1.95926], [1.06971, -4.05345, 3.34774], [1.80871, -1.08645, 0.06574]],
  "orbital_gap_ev": 10.53,
  "homo_ev": -10.0,
  "lumo_energy_ha": 0.02057,
  "charge": 0
}


Version b
{
  "formula": "C24H48O24",
  "method": "ωB97M-V with the def2-TZVPD basis set",
  "species": ["O", "O", "O", "O", "O", "O", "O", "O", "O", "O", "O", "O", "O", "O", "O", "O", "O", "O", "O", "O", "O", "O", "O", "O", "C", "C", "C", "C", "C", "C", "C", "C", "C", "C", "C", "C", "C", "C", "C", "C", "C", "C", "C", "C", "C", "C", "C", "C", "H", "H", "H", "H", "H", "H", "H", "H", "H", "H", "H", "H", "H", "H", "H", "H", "H", "H", "H", "H", "H", "H", "H", "H", "H", "H", "H", "H", "H", "H", "H", "H", "H", "H", "H", "H", "H", "H", "H", "H", "H", "H", "H", "H", "H", "H", "H", "H"],
  "xyz": [[15.42812, 12.53730, -1.69127], [20.13184, 9.41641, -10.17513], [20.15866, 11.37022, -9.17735], [11.74142, 16.14697, -15.38132], [17.27849, 9.24487, -3.15909], [14.20973, 18.17023, -13.25633], [16.30156, 7.66910, -4.22523], [14.91321, 11.68636, -7.91223], [15.19111, 14.54887, -0.71296], [12.88587, 12.27236, -8.47709], [9.77369, 15.64349, -16.10033], [10.82300, 11.31389, -12.45665], [18.54699, 9.87107, -8.81883], [13.24694, 11.45931, -6.48429], [9.86172, 9.41906, -11.88720], [11.53923, 7.61005, -3.39392], [11.48252, 10.35886, -10.67131], [15.40275, 17.80515, -15.05734], [13.42637, 8.54624, -2.99144], [18.44631, 8.14536, -4.43751], [13.13641, 6.37495, -3.12714], [10.28432, 14.99028, -14.22553], [14.16103, 19.60442, -14.83476], [14.40735, 14.27314, -2.64256], [11.09128, 15.06689, -13.01808], [14.00064, 10.65901, -5.56981], [19.65464, 10.33361, -9.37955], [14.53307, 6.16803, -2.87470], [10.64479, 10.27294, -11.69960], [18.60644, 7.01472, -5.35419], [21.19215, 9.82798, -10.97817], [17.87296, 10.81455, -8.07568], [14.67430, 18.45878, -14.44533], [17.25220, 8.29624, -3.96229], [14.61038, 20.05838, -16.11658], [16.01885, 9.41761, -2.54957], [15.05973, 13.67773, -1.69648], [9.93815, 11.43002, -13.56991], [12.75880, 7.60388, -3.15065], [15.54418, 13.97963, 0.49814], [10.12220, 16.31214, -17.27731], [10.90241, 8.86787, -3.21285], [14.44297, 16.84219, -12.84057], [14.27567, 13.56845, -3.85657], [10.69145, 15.66108, -15.24684], [11.46873, 9.20098, -9.72523], [13.80549, 11.76765, -7.65364], [13.36854, 12.69740, -9.77448], [11.39699, 16.08656, -12.78805], [14.13568, 13.47152, -9.65030], [12.22005, 9.43602, -8.97556], [15.19622, 13.57066, -4.45916], [15.22781, 9.56720, -3.29501], [10.67766, 17.22137, -17.04132], [22.12343, 9.59988, -10.46518], [19.63050, 7.04648, -5.69087], [15.56813, 20.55234, -15.99755], [10.42528, 11.03079, -14.45186], [9.19407, 16.53270, -17.77180], [11.96170, 14.46855, -13.30715], [21.13785, 9.18751, -11.85474], [11.40692, 9.67432, -3.76486], [15.13685, 6.56398, -3.70037], [10.76887, 15.68420, -17.88862], [10.85444, 9.15848, -2.16078], [14.68665, 19.21940, -16.79737], [13.56740, 14.15927, -4.42632], [15.70110, 8.53067, -1.98070], [14.66597, 5.09815, -2.83376], [14.90376, 13.14125, 0.73666], [18.40688, 6.08088, -4.82355], [14.04156, 16.68302, -11.84861], [13.97537, 12.54790, -3.70055], [16.00869, 10.25474, -1.87332], [8.97080, 10.96524, -13.38444], [11.82115, 8.30007, -10.23455], [15.42511, 14.76085, 1.24309], [13.85539, 20.75990, -16.43767], [17.93435, 7.10165, -6.20330], [10.50073, 9.06145, -9.26863], [21.10319, 10.86484, -11.26089], [13.92159, 16.19259, -13.54941], [16.59792, 13.70268, 0.49045], [14.14023, 9.67229, -6.00637], [14.84904, 6.65437, -1.95589], [9.74455, 12.49452, -13.67899], [17.68888, 11.65325, -8.72936], [9.90051, 8.77720, -3.61588], [15.00479, 11.07341, -5.43910], [17.01265, 10.34870, -7.65541], [13.80888, 11.88160, -10.33230], [10.52559, 14.66572, -12.19407], [15.50444, 16.60514, -12.82328], [12.50503, 13.13151, -10.25251], [18.57026, 11.15666, -7.30570], [13.48744, 10.67551, -4.63152]],
  "orbital_gap_ev": 10.99,
  "homo_ev": -10.6,
  "lumo_energy_ha": 0.01612,
  "charge": 0
}


Relative stability in kcal/mol, measured from the most stable structure: version a 253.4; version b 0.0


Version a
{
  "formula": "C25H28N4O5S",
  "method": "ωB97M-V with the def2-TZVPD basis set",
  "species": ["S", "O", "O", "O", "O", "O", "N", "N", "N", "N", "C", "C", "C", "C", "C", "C", "C", "C", "C", "C", "C", "C", "C", "C", "C", "C", "C", "C", "C", "C", "C", "C", "C", "C", "C", "H", "H", "H", "H", "H", "H", "H", "H", "H", "H", "H", "H", "H", "H", "H", "H", "H", "H", "H", "H", "H", "H", "H", "H", "H", "H", "H", "H"],
  "xyz": [[-1.39155, -1.20986, -2.25705], [6.20848, 0.83302, 1.19124], [-3.95574, -0.00315, 1.63553], [1.17638, -4.11550, 0.80636], [4.90297, 2.10512, -0.11200], [-1.93770, 2.29797, -3.25008], [0.87250, -0.58231, -1.11561], [-0.44180, 1.87758, -1.60123], [-2.34956, -2.18416, 0.80820], [0.05092, -2.71384, -0.57862], [-3.73610, 3.00735, 1.08924], [2.17751, -2.02005, 0.31689], [1.14265, -3.04481, 0.23809], [-0.55353, 3.16676, -0.94706], [-1.03182, -3.67649, -0.61986], [1.99139, -0.80446, -0.36251], [-3.66498, -1.95821, 0.23253], [-1.89067, 3.20828, 2.60421], [4.29463, -1.24952, 1.14027], [-3.25293, 3.10772, 2.38310], [5.18754, 0.98655, 0.56877], [-1.88442, -3.54930, 0.65053], [-1.14088, 1.56694, -2.70110], [-3.99388, -0.46716, 0.30712], [3.33549, -2.23094, 1.06914], [-2.85976, 3.02118, 0.01991], [5.89407, 3.12164, -0.07030], [-1.01189, 3.21748, 1.53375], [4.11113, -0.03476, 0.46472], [-1.49071, 3.13473, 0.23425], [-0.02128, -1.51041, -1.20371], [-2.32784, -1.71160, 2.18151], [2.96821, 0.19223, -0.27950], [-2.68473, -0.22527, 2.19245], [-0.80054, 0.18746, -3.26596], [6.83709, 2.74803, -0.47445], [5.51566, 3.94084, -0.67610], [-3.27317, 0.09558, -0.30422], [-3.65917, -2.27646, -0.81091], [-1.62714, -3.49996, -1.51541], [6.05982, 3.44801, 0.95843], [-4.79742, 2.92011, 0.91536], [0.44505, 3.48302, -0.63346], [-3.93848, 3.10239, 3.21688], [-3.04883, -2.25986, 2.81258], [-1.92550, 0.33334, 1.62405], [-5.00415, -0.27744, -0.05767], [3.44998, -3.17524, 1.57908], [5.20126, -1.38817, 1.70839], [-0.58826, -4.67464, -0.65531], [-2.71078, -4.27211, 0.59823], [-4.43973, -2.52691, 0.77698], [-2.72282, 0.15623, 3.21372], [0.05190, 3.30044, 1.71023], [0.27587, 0.06959, -3.37987], [-1.32417, -1.84770, 2.59080], [-0.93818, 3.86562, -1.69647], [-1.50841, 3.28176, 3.61218], [-1.25470, -3.81618, 1.50198], [-1.30595, 0.07061, -4.22430], [0.16823, 1.16381, -1.20760], [-3.22965, 2.95321, -0.99273], [2.82552, 1.12241, -0.80538]],
  "orbital_gap_ev": 8.42,
  "homo_ev": -8.8,
  "lumo_energy_ha": -0.01323,
  "charge": 0
}


Version b
{
  "formula": "C25H28N4O5S",
  "method": "ωB97M-V with the def2-TZVPD basis set",
  "species": ["S", "O", "O", "O", "O", "O", "N", "N", "N", "N", "C", "C", "C", "C", "C", "C", "C", "C", "C", "C", "C", "C", "C", "C", "C", "C", "C", "C", "C", "C", "C", "C", "C", "C", "C", "H", "H", "H", "H", "H", "H", "H", "H", "H", "H", "H", "H", "H", "H", "H", "H", "H", "H", "H", "H", "H", "H", "H", "H", "H", "H", "H", "H"],
  "xyz": [[-1.94165, 1.24052, -4.03848], [-0.93885, 1.69393, -1.66797], [2.20840, 1.11164, -0.31794], [0.79665, -3.08912, -0.81639], [0.68704, -0.35209, -4.26845], [0.24617, -3.63113, 5.54325], [0.39814, 0.20956, 0.65303], [-0.24202, -1.23353, -1.56047], [-0.64077, 2.90999, -5.50400], [-0.13385, 3.10190, -3.22713], [0.64146, 3.37208, -0.95675], [-0.93730, 0.24543, 1.21081], [1.84124, 0.20373, -3.68275], [-0.80328, 2.52756, -4.28326], [-1.41939, 2.18102, -6.33979], [0.41644, -1.69264, -3.91172], [-1.04930, 0.41967, 5.50244], [-0.64772, -1.83148, -2.81047], [1.52318, -2.16212, 4.12946], [-0.96620, 0.32538, 2.71998], [1.70211, -1.58117, 2.88972], [-2.19211, 1.24017, -5.74278], [-2.02239, -0.27055, 4.80077], [1.12311, 1.26387, 0.22449], [0.47651, -3.05227, 4.33490], [0.84313, -1.86790, 1.83728], [0.50689, -1.91751, -0.67655], [-0.36801, -3.36982, 3.27701], [-0.03859, 1.06614, 4.81338], [0.00157, 1.02058, 3.43125], [0.58368, 2.67893, 0.40568], [-0.18511, -2.77877, 2.04361], [1.00248, -1.11720, 0.53730], [-1.97954, -0.31693, 3.41963], [-0.21979, 2.63349, -1.95517], [-0.84496, -3.04222, 1.23147], [-0.81233, -2.89804, -2.63476], [0.72558, 1.60615, 5.35320], [1.33388, -2.19843, -3.59113], [-2.87650, 0.55428, -6.19719], [1.67363, 3.36198, -1.31582], [2.19410, -1.92211, 4.94395], [2.51610, -0.88676, 2.74054], [-1.07722, 0.45071, 6.58150], [0.80512, 1.51326, 2.90537], [0.90892, -3.33432, 6.17851], [2.72129, -0.41748, -3.88325], [-2.73668, -0.86408, 2.87724], [0.30561, 4.40873, -0.88308], [2.07242, -0.94635, 0.35138], [-2.81164, -0.78217, 5.33077], [-0.40455, -0.24043, -1.46063], [-1.57524, -1.35598, -3.13147], [1.98013, 1.17561, -4.15558], [1.74890, 0.33562, -2.60014], [-1.49698, 1.07650, 0.77291], [-1.16511, -4.07611, 3.44451], [-1.37504, 2.39073, -7.39254], [0.03874, -2.18314, -4.81543], [0.49682, 3.85455, -3.46550], [-0.42388, 2.70901, 0.80922], [-1.44588, -0.67010, 0.89774], [1.25247, 3.19924, 1.09428]],
  "orbital_gap_ev": 8.81,
  "homo_ev": -8.3,
  "lumo_energy_ha": 0.01769,
  "charge": 0
}


Relative stability in kcal/mol, measured from the most stable structure: version a 0.0; version b 5.1